No. 1
{
  "formula": "C7H14",
  "method": "ωB97M-V with the def2-TZVPD basis set",
  "e_homo_ev": -9.3,
  "homo_lumo_gap_ev": 10.41,
  "total_energy_ha": -275.08236,
  "smiles": "C=C(C)CCCC",
  "relative_energy_kj_mol": 89.0,
  "lumo_energy_ev": 1.120,
  "spin_multiplicity": 1,
  "symbols": ["C", "C", "C", "C", "C", "C", "C", "H", "H", "H", "H", "H", "H", "H", "H", "H", "H", "H", "H", "H", "H"],
  "positions_angstrom": [[1.002, 2.228, -1.763], [0.364, 0.844, -1.909], [-0.619, 0.503, -0.762], [0.137, 0.325, 0.567], [-1.107, -0.902, 2.314], [-0.220, -0.945, 1.327], [0.239, -2.240, 0.695], [1.898, 2.350, -2.369], [0.302, 3.015, -2.039], [1.291, 2.384, -0.723], [-0.138, 0.749, -2.875], [1.141, 0.082, -1.912], [-1.427, 1.228, -0.740], [-1.011, -0.481, -1.016], [0.059, 1.184, 1.233], [1.211, 0.216, 0.371], [-1.437, -1.795, 2.835], [-1.472, 0.040, 2.705], [1.221, -2.053, 0.249], [-0.462, -2.684, 0.002], [0.486, -2.955, 1.484]],
  "nbo_charge": [-0.613, -0.384, -0.394, -0.443, -0.409, 0.042, -0.663, 0.209, 0.203, 0.201, 0.199, 0.190, 0.208, 0.203, 0.213, 0.197, 0.192, 0.193, 0.208, 0.225, 0.223]
}



No. 2
{
  "formula": "C8H20O2",
  "method": "ωB97M-V with the def2-TZVPD basis set",
  "e_homo_ev": -9.8,
  "homo_lumo_gap_ev": 10.73,
  "total_energy_ha": -467.24522,
  "smiles": "CC[C@H](C)O.CC[C@H](C)O",
  "relative_energy_kj_mol": 154.0,
  "lumo_energy_ev": 0.921,
  "spin_multiplicity": 1,
  "symbols": ["O", "C", "C", "C", "C", "H", "H", "H", "H", "H", "H", "H", "H", "H", "H", "O", "C", "C", "C", "C", "H", "H", "H", "H", "H", "H", "H", "H", "H", "H"],
  "positions_angstrom": [[-2.773, 1.326, -1.368], [-3.744, 4.162, -1.321], [-0.401, 1.867, -0.989], [-2.321, 3.682, -1.475], [-1.875, 2.271, -0.861], [-3.674, 1.662, -1.180], [-4.071, 3.876, -0.307], [-4.373, 3.632, -2.056], [-3.896, 5.248, -1.446], [-0.081, 2.043, -2.030], [-0.364, 0.783, -0.788], [0.309, 2.375, -0.314], [-2.139, 3.614, -2.565], [-1.726, 4.532, -1.087], [-1.994, 2.369, 0.237], [0.996, -1.875, -0.206], [2.675, -4.528, 1.767], [2.802, -1.374, 1.156], [1.639, -3.549, 1.361], [2.087, -2.519, 0.427], [0.336, -1.653, 0.484], [3.090, -5.088, 0.913], [2.312, -5.250, 2.519], [3.481, -3.925, 2.219], [2.165, -1.105, 2.015], [2.947, -0.477, 0.531], [3.785, -1.701, 1.535], [0.897, -4.209, 0.871], [1.199, -3.198, 2.314], [2.715, -2.991, -0.355]],
  "nbo_charge": [-0.717, -0.622, -0.630, -0.426, 0.117, 0.470, 0.196, 0.200, 0.225, 0.207, 0.231, 0.219, 0.197, 0.199, 0.133, -0.716, -0.593, -0.626, -0.433, 0.085, 0.460, 0.203, 0.214, 0.195, 0.195, 0.225, 0.202, 0.212, 0.197, 0.180]
}



No. 3
{
  "formula": "C41H35Cl3CsI2N9O9S3",
  "method": "ωB97M-V with the def2-TZVPD basis set",
  "e_homo_ev": -3.1,
  "total_charge": -2,
  "homo_lumo_gap_ev": 6.01,
  "total_energy_ha": -5943.97435,
  "relative_energy_kj_mol": 133.5,
  "lumo_energy_ev": 2.874,
  "spin_multiplicity": 1,
  "symbols": ["Cs", "I", "C", "C", "C", "I", "C", "O", "C", "C", "N", "C", "C", "C", "C", "C", "C", "N", "C", "H", "H", "H", "H", "H", "H", "H", "H", "H", "H", "H", "C", "C", "N", "C", "C", "S", "C", "C", "S", "C", "N", "C", "H", "H", "H", "H", "H", "H", "H", "H", "O", "C", "O", "C", "C", "C", "C", "C", "C", "O", "N", "O", "O", "N", "O", "O", "H", "H", "Cl", "C", "Cl", "Cl", "C", "N", "C", "C", "C", "N", "C", "S", "N", "C", "O", "C", "C", "C", "C", "C", "C", "H", "H", "H", "H", "H", "H", "H", "H", "H", "H", "H", "H", "H", "H"],
  "positions_angstrom": [[-3.204, 13.719, 21.814], [1.362, 9.551, 31.497], [0.700, 10.150, 29.646], [1.522, 11.008, 28.889], [1.069, 11.487, 27.669], [2.282, 12.766, 26.553], [-0.266, 11.312, 27.191], [-0.857, 11.891, 26.228], [-1.068, 10.348, 27.964], [-2.425, 9.994, 27.485], [-2.477, 9.478, 26.123], [-2.551, 8.058, 25.890], [-3.203, 7.749, 24.548], [-4.347, 8.444, 24.230], [-5.010, 8.192, 23.076], [-4.426, 7.263, 22.178], [-3.214, 6.631, 22.559], [-2.568, 6.907, 23.692], [-0.543, 9.765, 29.098], [2.567, 11.224, 29.220], [-3.113, 10.847, 27.678], [-2.687, 9.172, 28.217], [-1.799, 9.967, 25.554], [-3.152, 7.560, 26.674], [-1.567, 7.574, 25.921], [-4.648, 9.230, 24.939], [-5.907, 8.660, 22.830], [-4.912, 6.941, 21.228], [-2.753, 5.915, 21.894], [-1.149, 9.025, 29.629], [-5.237, 12.104, 24.860], [-5.362, 11.559, 23.425], [-4.400, 11.233, 22.591], [-4.961, 10.777, 21.434], [-6.339, 10.779, 21.414], [-6.957, 11.437, 22.861], [-4.068, 10.369, 20.405], [-4.349, 9.408, 19.456], [-3.039, 9.389, 18.312], [-2.172, 10.528, 19.209], [-2.836, 10.990, 20.194], [-0.814, 10.994, 18.778], [-4.574, 11.547, 25.489], [-6.206, 12.101, 25.332], [-4.868, 13.144, 24.825], [-7.008, 10.592, 20.576], [-5.149, 8.695, 19.464], [-0.915, 11.655, 17.924], [-0.201, 10.103, 18.574], [-0.360, 11.550, 19.599], [-4.843, 15.262, 19.794], [-5.829, 14.504, 19.706], [-5.981, 13.546, 18.870], [-7.024, 14.824, 20.616], [-8.194, 15.167, 19.982], [-9.275, 15.563, 20.773], [-9.178, 15.496, 22.141], [-8.039, 15.037, 22.804], [-6.883, 14.720, 22.038], [-5.794, 14.319, 22.554], [-8.181, 15.004, 24.243], [-9.324, 14.978, 24.713], [-7.174, 14.955, 24.970], [-10.466, 15.966, 20.106], [-10.353, 16.181, 18.878], [-11.494, 16.157, 20.729], [-8.153, 15.193, 18.920], [-9.956, 15.717, 22.837], [-1.127, 14.257, 28.164], [-2.038, 15.157, 26.952], [-2.040, 16.939, 27.357], [-3.679, 14.522, 26.863], [-1.342, 14.993, 25.652], [-0.736, 15.001, 24.691], [0.815, 8.828, 25.022], [0.347, 9.731, 23.871], [1.551, 10.291, 23.145], [1.157, 11.228, 22.032], [1.695, 12.370, 21.634], [0.828, 13.620, 20.879], [3.032, 12.603, 21.968], [4.088, 11.716, 21.811], [5.144, 11.946, 22.401], [4.008, 10.554, 20.895], [3.118, 10.515, 19.792], [3.227, 9.465, 18.907], [4.306, 8.559, 18.908], [5.234, 8.672, 19.998], [5.052, 9.647, 20.950], [0.044, 8.326, 25.566], [1.423, 9.384, 25.689], [1.478, 8.035, 24.650], [-0.213, 10.600, 24.358], [-0.333, 9.164, 23.171], [2.108, 9.493, 22.708], [2.195, 10.784, 23.856], [0.144, 11.126, 21.846], [3.341, 13.541, 22.284], [2.369, 11.311, 19.723], [2.545, 9.480, 18.048], [4.409, 7.814, 18.122], [6.085, 8.034, 20.131], [5.755, 9.754, 21.768]],
  "lowdin_charge": [1.032, 0.783, -0.808, -0.273, -0.690, 0.849, -0.554, -0.158, -0.171, -0.176, -0.032, -0.179, -0.250, -0.039, -0.071, -0.052, -0.156, 0.101, -0.134, 0.081, 0.119, 0.119, 0.080, 0.126, 0.087, 0.113, 0.066, 0.100, 0.088, 0.091, -0.081, -0.662, -0.025, -0.414, -0.320, 1.118, -0.324, -0.312, 1.040, -0.686, 0.047, -0.075, 0.048, 0.062, 0.033, 0.090, 0.065, 0.086, 0.073, 0.002, -0.143, -0.711, -0.075, -0.049, 0.057, -0.174, 0.063, -0.081, -0.350, -0.250, -0.332, 0.008, 0.039, -0.364, 0.009, 0.038, 0.121, 0.112, 0.665, -1.543, 0.556, 0.668, -0.389, 0.208, -0.079, -0.220, -0.167, 0.050, -0.870, 0.603, 0.099, -0.410, 0.058, -0.146, -0.017, -0.088, -0.052, -0.067, -0.042, 0.034, 0.054, 0.082, 0.113, 0.126, 0.105, 0.087, 0.134, 0.166, 0.094, 0.103, 0.095, 0.090, 0.119]
}



No. 4
{
  "formula": "C3H8NO",
  "method": "ωB97M-V with the def2-TZVPD basis set",
  "e_homo_ev": -2.6,
  "total_charge": -1,
  "homo_lumo_gap_ev": 6.94,
  "total_energy_ha": -249.06154,
  "relative_energy_kj_mol": 65.8,
  "lumo_energy_ev": 4.322,
  "spin_multiplicity": 1,
  "symbols": ["C", "O", "H", "H", "H", "C", "C", "N", "H", "H", "H", "H", "H"],
  "positions_angstrom": [[1.987, 1.476, -0.841], [0.921, 1.448, 0.008], [1.763, 0.957, -1.807], [2.269, 2.496, -1.191], [2.932, 1.070, -0.417], [-2.363, -0.559, 0.713], [-1.305, -1.326, 0.418], [0.022, -1.033, 0.581], [-2.349, 0.485, 0.991], [-3.359, -0.991, 0.714], [-1.479, -2.350, 0.085], [0.676, -1.676, 0.185], [0.285, 0.004, 0.562]],
  "nbo_charge": [-0.200, -0.975, 0.084, 0.088, 0.084, -0.612, 0.042, -0.845, 0.198, 0.171, 0.149, 0.355, 0.461]
}